65
Properties=species:S:1:pos:R:3:forces:R:3 method="wB97M-V/def2-TZVPD" mol_weight_g_mol=466.46 homo_energy_ev=-8.5 gap_ev=8.2379 smiles="NC(N)=O.NC(N)=O.NC(N)=O.NC(N)=O.NC(N)=O.NC(N)=O.NC(N)=O.CCO" lumo_energy_ev=-0.245
O -3.160 1.805 -1.466 1.354 1.985 1.502
O 4.402 -1.567 -2.194 -0.824 -1.164 0.341
O 1.330 4.835 0.780 0.853 -1.315 1.294
O -1.178 6.240 -2.248 -0.234 -1.622 1.227
O -0.849 0.216 -0.103 0.151 -0.379 -2.243
O 0.829 -3.545 0.113 0.926 0.453 -0.074
O -0.059 -2.949 6.478 -3.148 0.792 3.613
O -0.404 0.621 -3.499 -0.073 0.003 -0.137
N 3.499 -3.364 -1.009 2.038 -3.361 0.130
N -1.043 4.424 -0.811 1.142 -0.143 3.035
N 2.423 -1.576 -1.099 -3.180 3.276 0.428
N 0.806 1.640 -1.894 -0.022 -0.156 1.334
N -1.080 -2.711 -0.803 -1.934 2.358 -1.115
N -2.134 4.297 -2.611 -4.483 -3.566 -5.211
N 1.046 -4.598 5.373 0.486 -1.414 0.256
N 1.441 -2.506 4.982 2.712 2.370 -2.063
N 1.386 1.857 -4.040 0.668 0.316 -2.249
N 2.071 2.677 0.863 0.972 -0.653 -1.325
N 1.224 3.503 2.659 -0.446 0.079 2.094
N -4.852 0.391 -1.522 -1.657 -1.477 0.278
N -2.888 -0.111 -2.547 0.062 -1.086 -0.075
N -0.882 -4.814 -0.438 -0.999 -2.702 -0.150
C -3.606 0.731 -1.791 -0.068 -0.023 -1.528
C 3.514 -2.139 -1.541 2.269 0.981 -0.411
C -0.914 0.302 1.262 1.245 -1.517 2.058
C 0.104 -0.710 1.899 -0.456 0.508 -0.454
C 0.783 -3.320 5.757 -0.395 -2.121 -1.719
C -0.286 -3.651 -0.393 2.119 -0.205 1.734
C -1.480 5.067 -1.877 3.487 5.472 0.582
C 1.574 3.788 1.413 -1.512 2.299 -2.056
C 0.542 1.344 -3.169 -0.282 -0.254 0.819
H -0.358 -5.605 -0.093 -0.703 -0.043 -0.115
H 1.570 2.596 2.939 -0.497 0.663 1.108
H -5.097 -0.540 -1.829 -0.727 0.381 0.419
H -1.471 3.540 -0.575 0.296 0.245 0.111
H 2.152 -0.645 -1.382 0.158 -0.198 -0.054
H -0.693 1.337 1.523 -0.406 0.032 0.722
H -0.268 -1.724 1.754 -0.060 0.028 0.207
H 1.170 1.557 -4.980 0.531 0.363 -0.024
H -1.893 -0.104 1.514 -0.240 0.782 0.848
H 2.240 2.349 -3.819 -0.354 -0.224 -0.084
H -2.474 3.399 -2.299 0.019 0.010 -0.326
H 1.520 2.282 -1.580 -0.578 -0.180 -0.603
H 2.054 1.853 1.446 0.446 -0.254 -1.180
H 1.087 -0.723 1.428 0.048 0.403 -0.244
H -5.459 0.984 -0.975 0.218 -0.282 -0.188
H 0.477 -5.386 5.647 0.369 0.327 0.020
H 0.819 4.184 3.285 0.253 -0.303 -0.123
H -2.028 -3.055 -0.854 0.027 1.262 -0.471
H 2.148 -2.968 4.429 0.144 1.336 -0.216
H -0.850 -1.735 -0.927 -0.067 0.028 0.265
H 2.740 -3.687 -0.426 0.072 0.133 -0.280
H 1.811 -2.111 -0.499 -0.272 0.277 -0.161
H -2.013 0.267 -2.880 0.675 -0.065 -0.364
H 0.169 1.227 -1.228 0.231 0.184 0.369
H 2.317 2.740 -0.115 0.258 -0.508 0.706
H -1.677 0.604 -0.397 -0.209 0.295 -0.760
H -0.418 4.889 -0.168 -0.108 -0.154 0.064
H -1.849 -4.771 -0.727 0.401 -1.365 0.135
H 0.265 -0.528 2.962 -0.269 0.005 0.025
H 1.848 -4.685 4.765 -0.524 -0.934 0.233
H 4.300 -3.976 -1.071 -0.120 0.343 -0.201
H -3.297 -0.892 -3.041 0.075 0.267 0.125
H -2.392 4.665 -3.516 -0.224 -0.230 0.268
H 1.395 -1.514 5.165 0.365 -0.356 -0.145

---

119
Properties=species:S:1:pos:R:3:forces:R:3 method="wB97M-V/def2-TZVPD" mol_weight_g_mol=869.92 charge=+2 homo_energy_ev="-13.4 / -13.4" gap_ev="4.3506 / 4.3304" lumo_energy_ev="-9.039 / -9.047"
Sn 0.276 1.812 0.879 1.479 -0.380 0.999
S -1.344 3.824 2.654 -0.193 -0.025 -0.195
S -1.851 0.332 5.043 0.585 0.212 -0.143
S 0.144 4.532 -0.298 -0.024 -0.147 -0.111
S 2.043 3.446 2.422 -0.120 -0.347 -0.200
P 2.913 1.011 -1.574 -0.487 -1.741 -1.228
P -1.891 -1.646 0.413 -1.007 -0.614 0.266
O -0.958 -0.467 0.203 1.050 1.514 -0.109
N 2.167 1.835 -0.421 -1.347 1.573 2.452
N -0.018 1.090 3.107 1.721 0.799 -2.584
C -2.961 -2.224 -3.067 0.096 -0.150 -0.071
C -2.105 -3.690 2.553 -0.033 -0.099 -0.176
C -1.491 -2.361 2.076 -0.030 0.262 -0.260
C -1.618 -2.854 -0.969 0.136 0.346 0.399
C 1.978 -0.104 -4.066 -0.091 -0.009 -0.162
C 5.165 1.361 -3.277 -0.205 -0.119 -0.114
C 4.406 3.381 -1.961 0.055 0.072 -0.069
C -3.591 -0.926 0.405 0.501 -0.344 0.030
C 3.670 -0.684 0.507 -0.039 0.028 0.040
C -1.872 5.168 1.555 0.052 -0.338 0.267
C -0.807 0.758 3.917 -1.506 -0.566 0.865
C -1.278 -4.937 2.224 0.082 0.063 0.212
C 0.179 -4.784 2.644 -0.053 -0.002 -0.221
C 1.900 -1.535 -0.962 -0.001 0.035 0.023
C -3.599 -4.312 -1.879 0.080 0.030 -0.102
C -0.809 5.769 0.645 0.194 -0.214 -0.112
C 3.229 -0.776 -0.958 -0.065 0.478 -0.296
C 0.780 -3.570 1.945 -0.066 0.004 0.256
C -4.320 -0.251 2.816 -0.020 -0.213 -0.007
C 1.761 1.077 -3.124 0.426 -0.016 0.482
C -2.358 -4.207 -0.987 -0.195 -0.041 0.043
C 2.277 5.027 1.545 -0.104 -0.284 0.103
C -3.736 0.183 1.465 0.000 0.025 0.074
C -5.937 -1.432 1.240 0.101 -0.028 0.094
C 1.162 3.947 3.931 0.019 -0.147 -0.219
C 5.584 1.573 -0.802 0.055 0.022 0.085
C 4.604 1.865 -1.940 -0.349 0.273 0.522
C -5.529 -1.203 2.693 -0.059 0.081 -0.136
C -3.407 -3.670 -3.247 -0.094 0.084 0.163
C 0.332 1.094 -2.572 0.022 -0.141 0.013
C 4.250 -1.532 -1.806 -0.014 -0.096 0.005
C 1.947 2.377 -3.907 -0.052 -0.055 0.012
C -0.162 4.676 3.761 -0.115 -0.185 -0.274
C -1.620 -2.166 -2.340 -0.084 0.146 -0.010
C 0.023 -2.312 2.355 0.033 -0.013 -0.080
C -4.747 -1.944 0.433 -0.178 0.103 0.034
C 1.860 4.985 0.083 -0.106 -0.095 -0.025
H 4.601 -0.148 0.655 -0.011 -0.032 0.039
H 2.419 4.210 -0.437 -0.032 0.084 -0.039
H 6.459 2.210 -0.951 -0.017 0.009 -0.067
H -0.638 4.737 4.739 -0.013 0.071 -0.013
H -2.667 4.718 0.961 -0.067 0.045 0.031
H 0.151 -2.186 3.436 -0.023 0.058 -0.012
H 1.115 -0.975 -0.452 -0.026 -0.132 -0.013
H 1.764 -1.066 -3.609 0.061 0.062 -0.092
H -1.298 -5.152 1.155 0.002 -0.053 0.051
H 2.045 -2.469 -0.413 0.029 0.042 -0.032
H -0.569 -3.065 -0.718 0.001 -0.069 -0.083
H 1.854 4.558 4.512 -0.020 0.005 0.017
H -2.311 5.951 2.174 -0.049 0.038 -0.089
H -1.730 -5.789 2.735 -0.025 -0.032 -0.070
H 2.927 2.465 -4.365 0.020 0.052 -0.004
H -4.342 -3.711 -3.807 0.033 -0.036 -0.049
H -3.565 -0.423 -0.570 -0.070 -0.036 -0.031
H -6.377 -0.807 3.252 0.008 -0.039 0.042
H 1.830 -3.453 2.224 0.039 -0.003 -0.079
H -3.121 -3.812 2.173 -0.031 0.013 0.094
H -3.547 -0.725 3.428 -0.213 0.095 -0.148
H 1.290 0.010 -4.907 0.001 -0.017 -0.023
H -1.312 -1.129 -2.220 0.115 -0.001 -0.085
H -1.635 -4.945 -1.349 0.009 -0.008 0.082
H 0.740 -3.713 0.861 0.010 -0.049 0.008
H -0.375 1.065 -3.404 0.026 -0.037 -0.043
H -0.877 -2.668 -2.969 0.039 0.052 0.005
H 0.451 -1.432 1.877 0.072 0.078 0.065
H -3.723 -1.679 -2.500 -0.015 0.045 -0.044
H 5.156 1.832 0.168 0.047 -0.038 -0.002
H 6.255 1.390 -3.235 -0.013 0.030 0.100
H 1.561 -1.790 -1.963 -0.065 -0.035 0.082
H -2.189 -3.626 3.643 -0.022 0.033 -0.028
H -2.765 0.666 1.623 -0.052 0.070 0.046
H 4.883 0.335 -3.505 0.087 0.019 -0.020
H 2.063 5.949 -0.384 -0.035 0.030 0.001
H -6.316 -0.506 0.801 -0.048 -0.019 -0.033
H 3.920 -1.624 -2.841 0.063 -0.030 0.004
H 2.896 -0.203 1.111 0.089 -0.057 0.040
H 5.242 -1.087 -1.789 0.007 -0.002 -0.012
H 1.011 3.008 4.461 0.075 -0.011 0.005
H 5.317 3.833 -2.359 0.017 0.000 0.042
H -1.303 6.409 -0.085 0.047 0.030 -0.009
H 0.153 2.020 -2.018 -0.043 -0.039 -0.176
H -0.094 6.377 1.195 -0.036 0.016 0.021
H -1.940 -1.563 2.681 0.050 -0.032 0.015
H -4.611 0.656 3.349 0.062 -0.029 0.052
H 3.344 5.247 1.578 -0.016 0.058 0.033
H -5.285 -2.171 3.137 -0.009 0.006 0.016
H 5.938 0.546 -0.787 -0.029 0.004 0.025
H 4.346 -2.544 -1.406 -0.022 0.008 0.002
H -2.656 -4.220 -3.823 0.008 0.015 -0.025
H -4.393 0.945 1.041 0.018 0.032 -0.023
H -4.460 -3.852 -1.394 0.015 -0.055 -0.002
H 1.744 3.249 -3.286 0.004 0.061 -0.011
H -3.833 -5.372 -1.992 -0.054 0.010 0.040
H 3.811 -1.697 0.888 -0.040 -0.026 -0.039
H 0.245 -4.648 3.727 0.049 -0.049 0.002
H 0.126 0.252 -1.913 -0.073 0.024 -0.051
H 2.985 -0.117 -4.482 -0.002 -0.036 0.004
H -2.855 -1.733 -4.036 -0.060 0.060 0.032
H 0.731 -5.688 2.381 0.029 -0.012 0.097
H -2.642 -4.506 0.020 0.048 -0.041 -0.066
H 4.862 1.993 -4.108 -0.053 -0.027 -0.002
H 4.262 3.758 -0.949 0.074 0.010 0.012
H 1.760 5.798 2.112 0.015 0.055 -0.034
H -4.422 -2.889 0.876 -0.046 -0.028 -0.069
H 3.580 3.711 -2.582 0.028 0.017 -0.023
H 1.214 2.381 -4.716 -0.027 0.006 0.009
H -6.742 -2.166 1.196 -0.041 0.044 -0.039
H -0.029 5.689 3.386 0.000 0.022 0.015
H -5.068 -2.154 -0.586 0.050 -0.042 0.015

---

154
Properties=species:S:1:pos:R:3:forces:R:3 method="wB97M-V/def2-TZVPD" mol_weight_g_mol=1452.14 homo_energy_ev=-6.5 gap_ev=6.6889 lumo_energy_ev=0.224
In -6.607 -5.298 22.788 0.670 0.054 0.444
Cl -5.376 -10.387 26.949 0.460 -0.075 0.234
Cl -2.603 -9.301 27.239 -0.483 -0.214 0.004
Cl -4.465 -9.012 29.420 -0.138 -0.231 -0.543
P -7.138 -5.357 26.145 1.365 3.361 -5.199
O -9.226 -7.441 24.573 0.530 0.167 0.201
O -9.397 -10.214 21.210 -0.078 -1.059 0.361
O -5.220 -11.280 20.715 0.048 -0.223 0.795
O -11.167 -8.879 28.394 -3.784 -0.465 -1.691
O -4.704 1.439 25.631 1.621 1.700 -0.229
O -9.016 -11.701 19.567 -0.240 -0.681 1.724
O -4.818 -5.604 19.905 1.550 -0.253 0.428
O -5.932 -4.498 25.266 -4.558 -0.919 1.408
O -8.384 -4.809 25.543 -0.296 0.184 1.135
O -11.982 -4.844 24.786 0.890 0.150 0.220
O -4.950 -13.239 21.738 -0.025 -0.374 0.420
O -7.719 -3.191 21.641 -2.349 0.148 -0.533
O -6.456 0.217 26.134 -1.183 -0.381 0.063
O -4.624 -2.657 21.337 -0.812 0.404 -0.085
O -6.822 -5.896 27.433 0.002 -0.456 2.068
O -9.208 -4.690 20.882 -1.369 0.807 0.606
O -7.889 -8.971 25.293 0.374 -0.455 -0.139
O -6.049 -4.059 18.927 0.016 0.708 -0.377
O -0.020 -3.534 27.035 -0.437 0.051 -1.515
O -1.898 -7.574 23.695 -0.016 1.353 -0.058
O -5.991 -11.603 22.818 0.424 -0.227 -0.032
O -3.814 -3.769 19.198 0.539 0.481 -0.278
O -2.876 -9.515 24.066 0.170 0.872 0.001
O -5.177 -0.430 24.412 -1.068 0.597 0.240
O -7.053 -6.850 25.079 -0.742 -2.073 0.196
O 0.804 -5.167 28.349 -0.873 0.110 -1.494
O -3.922 -4.191 22.803 -0.425 1.245 -0.026
O -4.805 -5.243 25.571 2.995 -1.433 0.331
O -9.236 -12.406 21.705 -0.358 -0.815 0.875
O -10.896 -5.648 26.545 -0.001 -0.571 -0.105
O -9.024 -8.313 28.121 0.286 -0.340 0.432
O -11.048 -3.467 26.251 0.423 0.907 0.080
O -2.785 -2.249 22.506 -0.613 -0.009 -0.429
O -4.128 -7.744 23.356 -0.761 0.544 -0.090
O -9.759 -8.942 30.097 0.051 0.551 1.129
O -0.626 -5.627 26.573 -0.115 0.757 0.510
O -9.889 -2.591 21.202 1.120 0.246 0.132
C -9.121 -9.439 20.061 -0.044 2.345 -0.151
C -3.845 -3.103 22.278 1.975 -0.479 1.023
C -8.002 -7.678 25.021 -1.877 -1.624 -0.758
C -10.456 -5.126 27.764 0.627 0.932 0.501
C -10.992 -8.785 23.605 -0.432 0.347 -0.240
C -8.566 -10.478 19.101 0.905 1.796 -0.991
C -1.419 -9.792 24.016 -1.823 0.101 0.734
C -0.805 -3.501 25.744 1.290 0.119 -0.377
C -0.835 -8.380 24.196 0.374 -0.836 -0.927
C -6.164 -1.478 24.647 0.617 -0.898 1.135
C -1.160 -10.391 22.670 -0.795 -0.213 -0.789
C -5.384 0.524 25.391 -0.953 -2.159 -0.146
C -4.984 -4.419 19.315 -0.211 -0.676 -0.066
C -9.238 -11.537 20.916 0.432 0.766 -1.157
C -7.270 -0.806 25.462 2.387 0.834 -0.850
C -1.619 -4.770 25.846 -0.121 -0.075 1.505
C -6.947 -12.693 24.696 -1.328 -0.195 0.910
C -4.191 -1.376 20.835 0.100 0.453 -0.128
C -10.477 -3.579 27.541 0.653 0.413 1.066
C -4.327 -9.138 27.633 -0.106 1.476 0.003
C 0.121 -3.630 24.498 -0.423 0.288 0.850
C -11.305 -2.761 28.538 -0.501 -1.678 0.481
C -7.827 -9.461 31.236 -0.422 -0.669 1.053
C -3.434 -5.687 20.416 -0.431 -1.549 1.024
C -11.103 -3.322 21.233 -0.415 0.292 0.082
C -8.410 -8.395 30.394 -0.975 -0.492 -1.780
C -2.965 -1.039 21.710 0.320 -0.733 -0.317
C -5.385 -0.448 20.924 -0.030 -1.416 1.564
C -2.677 -6.932 19.975 -0.481 -0.014 0.051
C -8.146 -8.267 20.420 0.079 -1.450 -1.649
C -10.121 -8.715 28.846 4.406 0.487 0.614
C -8.873 -3.454 21.285 2.491 -0.192 -0.042
C -2.755 -4.412 19.956 -1.201 0.397 0.029
C -7.830 -8.383 28.975 -0.358 0.629 -0.583
C -5.340 -11.980 21.690 -0.939 1.751 -1.276
C -9.166 -9.760 24.907 2.598 0.240 1.985
C -3.098 -8.186 23.708 1.817 -2.506 0.168
C -11.306 -4.657 25.778 -1.946 -0.976 -2.108
C -10.712 -4.729 20.818 1.536 -1.024 0.382
C -11.208 -5.797 21.786 -0.429 -0.425 -0.760
C 0.134 -4.808 27.409 -0.416 -0.745 0.210
C -10.116 -8.671 24.776 -0.574 2.840 1.580
C -5.771 -12.647 23.837 0.744 0.668 -2.021
C -5.547 -13.803 22.914 0.739 -1.328 -0.237
C -8.266 -0.167 24.524 -0.548 -1.473 -0.070
H -11.807 -2.895 20.533 -0.071 0.260 -0.179
H -10.376 -8.951 22.708 -0.691 -0.125 0.297
H -0.423 -3.465 23.553 -0.109 -0.555 0.510
H -4.686 -8.168 27.208 0.391 -0.762 0.383
H -1.819 -11.252 22.451 0.218 0.400 0.359
H -2.522 -4.608 26.477 0.514 -0.519 -0.434
H -11.081 -6.821 21.422 0.088 0.200 -0.398
H -7.220 -9.277 28.790 -0.632 -0.003 -0.177
H -10.070 -8.956 19.682 0.686 -0.821 0.373
H -1.314 -9.679 21.828 0.237 -0.239 0.669
H -12.391 -2.745 28.262 0.918 -0.301 0.460
H -3.152 -0.245 22.389 -0.397 0.746 0.719
H -3.281 -7.820 20.204 0.313 0.134 0.142
H -8.616 -7.373 20.750 -0.622 0.623 0.377
H -9.462 -3.136 27.549 -0.355 -0.567 -0.377
H -7.249 -7.520 28.667 0.118 0.148 0.401
H 0.890 -2.899 24.487 0.708 0.958 0.263
H -10.647 -8.401 25.742 0.526 -0.512 -1.138
H -4.853 -12.354 24.319 0.307 0.016 0.586
H -7.560 -8.018 19.521 -0.308 0.065 0.098
H -6.628 -1.882 23.746 0.705 0.038 -0.279
H -1.225 -10.505 24.851 0.008 0.657 -0.627
H 0.651 -4.576 24.575 -0.269 -0.328 -0.422
H -9.505 -5.550 28.047 0.605 0.178 -0.340
H -11.484 -3.180 22.246 -0.208 -0.670 -0.013
H -7.460 -10.398 19.042 -0.490 -0.417 0.199
H -2.381 -3.765 20.773 -0.276 -0.343 -0.616
H -5.616 -2.240 25.243 -0.642 0.175 -0.648
H -0.595 -8.111 25.230 -0.031 0.062 -0.263
H -3.572 -5.791 21.511 0.306 0.394 -0.715
H -7.919 0.524 23.725 0.174 -0.532 0.789
H -6.490 -14.285 22.639 0.129 -0.055 0.017
H -1.960 -4.614 19.271 0.557 -0.101 -0.422
H 0.038 -8.271 23.493 -0.732 0.184 0.939
H -1.756 -6.915 20.597 -0.381 -0.309 -0.586
H -11.742 -9.539 23.821 0.135 -0.576 -0.363
H -8.765 -1.055 24.069 0.093 0.737 -0.083
H -6.987 -11.686 25.131 -0.625 -0.191 -0.037
H -7.867 -12.959 24.082 1.037 0.426 0.977
H -10.971 -1.756 28.635 0.330 0.857 -0.182
H -8.536 -9.694 32.017 -0.146 -0.004 0.424
H -2.463 -6.959 18.896 0.152 0.179 0.331
H -11.125 -5.449 28.525 -0.987 -0.024 0.731
H -12.286 -5.631 21.852 -0.010 -0.131 0.413
H -2.034 -0.753 21.151 -0.800 -0.792 0.355
H -8.983 -10.300 18.131 -0.047 -0.051 -0.730
H -5.087 0.549 20.810 0.357 1.566 -1.002
H -3.897 -1.527 19.793 -0.094 -0.074 0.195
H -4.788 -14.512 23.236 -0.417 -0.282 0.445
H -6.903 -9.270 31.698 1.274 0.863 0.612
H -10.758 -5.814 22.783 -0.076 0.758 -0.178
H -1.902 -5.264 24.906 0.240 0.284 0.400
H -8.575 -7.379 30.804 0.378 -0.707 0.111
H -1.302 -2.527 25.790 -0.266 -0.488 -0.129
H -11.105 -3.249 29.526 -0.633 0.480 -0.532
H -8.980 0.274 25.170 -1.000 0.966 0.187
H -10.890 -4.927 19.747 -0.342 -0.035 0.609
H -9.368 -10.422 25.770 0.219 0.344 -0.561
H -6.123 -0.835 20.227 -0.272 0.490 0.031
H -5.764 -0.427 21.973 0.051 -0.475 -0.733
H -8.981 -10.311 24.000 0.383 -0.098 -0.317
H -7.651 -10.400 30.728 -0.274 -0.037 -0.697
H -0.164 -10.755 22.687 1.145 -0.313 -0.402
H -7.408 -8.589 21.121 0.420 -0.377 0.715
H -6.791 -13.383 25.553 -0.243 0.201 -0.630
H -11.569 -7.883 23.560 -0.255 0.646 -0.390
H -7.683 -1.471 26.225 -0.139 0.282 -0.257